Record 1
# C28H28Cl4N8O2RuS3

A structure of composition C28H28Cl4N8O2RuS3 in a non-equilibrium geometry (ωB97M-V/def2-TZVPD, OMol25).

```
74
C28H28Cl4N8O2RuS3 ωB97M-V/def2-TZVPD
Ru -0.342 -0.971 -0.325
Cl 3.869 -6.244 -0.977
C 2.534 -5.168 -1.170
C 1.579 -5.407 -2.131
Cl 1.682 -6.787 -3.165
C 0.514 -4.516 -2.257
Cl -0.748 -4.782 -3.416
C 0.419 -3.409 -1.437
O -0.642 -2.526 -1.496
C 1.369 -3.156 -0.492
O 1.207 -2.052 0.284
C 2.421 -4.044 -0.346
Cl 3.585 -3.705 0.880
S -0.286 -0.516 6.378
C -0.241 -0.509 4.632
C 0.748 0.109 3.863
C 0.651 0.057 2.490
N -0.366 -0.528 1.850
C -1.309 -1.131 2.585
C -1.280 -1.157 3.959
C 1.370 -0.002 6.782
C 2.386 -0.941 6.870
C 3.660 -0.492 7.197
N 3.947 0.787 7.430
C 2.957 1.671 7.359
C 1.648 1.330 7.041
H 1.597 0.594 4.320
H 1.437 0.474 1.871
H -2.110 -1.625 2.047
H -2.054 -1.683 4.502
H 2.198 -1.990 6.689
H 4.482 -1.193 7.275
H 3.218 2.703 7.565
H 0.869 2.080 7.008
C 0.863 2.760 0.914
N -0.600 2.790 0.850
C -1.388 2.833 -0.210
S -3.039 0.772 0.457
N -1.025 3.075 -1.443
C 0.273 3.452 -2.000
H 1.142 2.740 1.963
H 1.294 3.655 0.476
H 1.263 1.875 0.422
H -1.073 2.453 1.678
H -1.812 3.107 -2.082
H 0.592 4.424 -1.631
H 0.149 3.524 -3.077
H 1.021 2.693 -1.788
N -5.765 3.294 -3.777
C -4.998 2.846 -3.049
C -4.029 2.282 -2.129
C -3.806 2.998 -1.005
C -2.854 2.586 0.053
N -2.115 0.041 -0.744
C -2.579 0.162 -2.018
C -3.418 1.056 -2.605
H -4.421 3.868 -0.815
H -3.089 3.101 0.988
H -2.195 -0.611 -2.683
H -3.668 0.813 -3.629
C -0.512 -2.012 -5.128
N -0.215 -1.406 -3.829
C 0.514 -0.351 -3.549
S 0.987 0.000 -1.895
N 1.029 0.511 -4.430
C 0.823 0.639 -5.873
H -0.730 -3.059 -4.945
H 0.345 -1.960 -5.790
H -1.380 -1.554 -5.601
H -0.526 -1.933 -2.999
H 1.668 1.173 -4.020
H -0.191 0.372 -6.143
H 1.528 0.037 -6.443
H 0.971 1.684 -6.134
```

Values from the calculation:
HOMO-LUMO gap (alpha / beta): 6.649 / 6.695 eV
LUMO energy (alpha / beta): -3.47 / -3.65 eV
⟨S²⟩: 0.758
Total charge: +1
Multiplicity: 2
ΔE to the lowest compared entry with this formula, charge and spin: 3.2293 eV


Record 2
# C28H28CrN2Si

A structure of composition C28H28CrN2Si in a non-equilibrium geometry (ωB97M-V/def2-TZVPD, OMol25).

```
60
C28H28CrN2Si ωB97M-V/def2-TZVPD
C 0.789 2.268 3.695
C 1.194 2.653 2.391
C 0.033 2.867 1.619
H 2.210 2.761 2.049
C -1.092 2.610 2.432
C -0.622 2.238 3.718
H -1.234 1.983 4.568
H 1.442 2.039 4.520
H 0.009 3.135 0.576
H -2.123 2.674 2.126
Cr 0.076 0.654 2.224
C -0.296 0.075 0.183
H -1.236 0.528 -0.152
H -0.364 -0.991 -0.064
H 0.492 0.483 -0.460
Si -0.480 -1.387 -3.892
C 1.315 -1.153 -4.366
C 1.969 0.057 -4.113
H 1.426 0.878 -3.662
C 3.304 0.230 -4.444
H 3.793 1.174 -4.241
C 4.013 -0.806 -5.037
H 5.055 -0.672 -5.297
C 3.380 -2.013 -5.300
H 3.927 -2.821 -5.767
C 2.043 -2.182 -4.968
H 1.560 -3.127 -5.186
C -1.476 0.146 -4.293
C -1.280 0.831 -5.495
H -0.527 0.488 -6.194
C -2.028 1.957 -5.805
H -1.862 2.475 -6.741
C -2.987 2.421 -4.915
H -3.570 3.301 -5.156
C -3.193 1.757 -3.715
H -3.936 2.118 -3.016
C -2.442 0.631 -3.408
H -2.608 0.127 -2.464
H -0.633 -1.658 -2.437
H -0.989 -2.579 -4.624
C -3.604 -0.875 3.856
C -3.141 -1.698 4.885
C -1.767 -1.850 5.095
C -0.874 -1.152 4.266
N -1.349 -0.346 3.285
C -2.682 -0.200 3.053
C 0.585 -1.262 4.313
C 1.305 -2.085 5.192
C 2.695 -2.150 5.068
C 3.344 -1.415 4.071
C 2.589 -0.608 3.215
N 1.240 -0.544 3.365
H -4.666 -0.758 3.684
H -3.847 -2.226 5.513
H -1.423 -2.505 5.882
H -3.028 0.446 2.259
H 0.813 -2.675 5.953
H 3.268 -2.779 5.737
H 4.420 -1.466 3.968
H 3.076 -0.022 2.447
```

Values from the calculation:
HOMO-LUMO gap (alpha / beta): 6.692 / 6.486 eV
LUMO energy (alpha / beta): -4.06 / -4.26 eV
⟨S²⟩: 3.832
Total charge: +1
Multiplicity: 4
ΔE to the lowest compared entry with this formula, charge and spin: 0.0000 eV


Record 3
# C28H28CuF8N5O5S2

A structure of composition C28H28CuF8N5O5S2 (ωB97M-V/def2-TZVPD, OMol25).

```
77
C28H28CuF8N5O5S2 ωB97M-V/def2-TZVPD
Cu 0.163 -1.402 -0.392
C -0.976 2.679 3.203
N 0.323 2.688 2.556
C 1.018 3.938 2.297
C 1.007 1.550 2.260
O 2.129 1.580 1.787
C 0.318 0.249 2.642
O 0.875 -0.879 2.037
C 2.234 -1.145 2.263
C 2.981 -1.042 0.932
O 2.360 -0.853 -0.106
N 4.317 -1.231 0.958
C 5.056 -1.277 -0.292
C 5.033 -1.719 2.115
H -1.320 3.705 3.310
H -0.940 2.232 4.201
H -1.719 2.145 2.609
H 0.386 4.767 2.606
H 1.251 4.035 1.235
H 1.965 3.979 2.839
H -0.727 0.253 2.339
H 0.360 0.174 3.741
H 2.310 -2.187 2.590
H 2.663 -0.498 3.029
H 4.452 -0.872 -1.094
H 5.305 -2.309 -0.551
H 5.977 -0.699 -0.184
H 4.462 -1.593 3.029
H 5.971 -1.170 2.223
H 5.267 -2.782 1.997
F -6.892 4.657 0.148
C -5.650 5.171 0.101
F -5.628 6.040 -0.934
F -5.500 5.924 1.216
C -4.591 4.124 -0.017
C -3.262 4.526 -0.099
C -2.259 3.582 -0.203
C -2.558 2.213 -0.223
C -3.903 1.828 -0.153
C -4.909 2.773 -0.049
C -1.540 1.217 -0.315
C -0.792 0.257 -0.331
H -3.017 5.581 -0.088
H -1.225 3.888 -0.280
H -4.137 0.771 -0.167
H -5.943 2.460 0.008
N -2.059 0.952 -3.607
C -0.965 0.090 -3.555
C 0.316 0.596 -3.352
C 1.402 -0.255 -3.263
C 1.222 -1.623 -3.411
C -0.048 -2.141 -3.644
C -1.133 -1.290 -3.713
S 2.629 -2.686 -3.410
O 3.780 -1.819 -3.312
O 2.524 -3.498 -4.597
N 2.623 -3.699 -2.181
C 2.071 -3.796 -1.006
S 2.807 -5.066 -0.002
C 1.673 -4.754 1.267
C 0.846 -3.768 0.885
N 1.040 -3.214 -0.371
H -1.912 1.793 -3.065
H -2.920 0.506 -3.330
H 0.450 1.662 -3.213
H 2.396 0.127 -3.078
H -0.172 -3.209 -3.774
H -2.128 -1.690 -3.868
H 1.652 -5.309 2.189
H 0.051 -3.373 1.494
F -2.490 -1.751 1.077
C -1.971 -2.203 -0.115
F -2.764 -1.652 -1.095
C -2.311 -3.698 -0.173
F -3.634 -3.925 -0.371
F -2.000 -4.326 0.973
F -1.671 -4.311 -1.174
```

Values from the calculation:
HOMO-LUMO gap (alpha / beta): 7.107 / 7.087 eV
LUMO energy (alpha / beta): 2.22 / 2.21 eV
⟨S²⟩: 0.757
Total charge: -1
Multiplicity: 2
ΔE to the lowest compared entry with this formula, charge and spin: 0.9238 eV


Record 4
# C28H28F5HfN8O4SSe

A structure of composition C28H28F5HfN8O4SSe in a non-equilibrium geometry (ωB97M-V/def2-TZVPD, OMol25).

```
76
C28H28F5HfN8O4SSe ωB97M-V/def2-TZVPD
Hf 0.056 0.524 -0.447
N 2.719 2.511 2.594
C 1.944 2.733 3.801
C 2.562 2.659 5.028
C 1.805 2.973 6.133
C 0.471 3.270 6.009
C -0.119 3.261 4.776
C 0.595 3.025 3.606
S 0.087 3.283 1.928
N 0.973 2.067 1.110
C 2.235 1.908 1.495
C 3.133 0.969 0.708
C 4.449 0.770 0.987
C 5.188 -0.179 0.309
C 4.672 -0.876 -0.770
C 3.232 -0.552 -1.016
N 2.530 0.303 -0.266
H 3.734 2.523 2.722
H 3.631 2.445 5.091
H 2.344 3.076 7.052
H -0.153 3.523 6.818
H -1.200 3.414 4.740
H 4.828 1.308 1.860
H 6.198 -0.451 0.652
H 5.085 -1.681 -1.340
H 2.652 -1.071 -1.780
N 1.541 3.594 -3.106
C 1.238 2.426 -2.572
O 0.922 2.268 -1.431
C 1.466 1.164 -3.301
C 0.488 0.091 -2.716
H 1.242 4.487 -2.697
H 1.788 3.654 -4.093
H 2.476 0.769 -3.265
H 1.321 1.325 -4.406
H 0.885 -0.850 -3.197
H -0.541 0.183 -3.100
O -1.410 0.093 1.454
N -0.593 -0.713 1.926
O -0.717 -1.337 2.936
O 0.551 -0.846 1.294
F -7.521 0.978 0.586
C -6.260 1.191 0.213
C -5.982 1.195 -1.079
F -6.924 0.871 -1.995
C -4.684 1.495 -1.497
F -4.582 1.573 -2.814
C -3.673 1.932 -0.671
Se -1.873 2.267 -1.148
C -4.019 1.976 0.670
F -3.079 2.259 1.560
C -5.321 1.693 1.138
F -5.557 1.673 2.415
C 1.135 -4.648 -1.940
C 1.749 -3.891 -0.792
N 0.994 -2.680 -0.485
C -0.327 -2.569 -0.876
N -0.970 -1.395 -0.838
C -2.419 -1.590 -1.000
C -2.662 -2.225 -2.382
C -2.139 -3.623 -2.239
N -1.018 -3.663 -1.295
C -0.330 -4.950 -1.454
H 1.624 -5.598 -2.141
H 1.168 -4.072 -2.850
H 2.792 -3.633 -0.956
H 1.739 -4.568 0.069
H 1.185 -2.281 0.463
H -2.864 -0.594 -1.002
H -2.780 -2.061 -0.142
H -2.182 -1.585 -3.089
H -3.754 -2.200 -2.408
H -1.721 -4.018 -3.178
H -2.834 -4.327 -1.847
H -0.982 -5.625 -2.040
H -0.237 -5.351 -0.480
```

Values from the calculation:
HOMO-LUMO gap: 6.948 eV
LUMO energy: -3.42 eV
Total charge: +1
Multiplicity: 1
ΔE to the lowest compared entry with this formula, charge and spin: 0.3906 eV


Record 5
# C28H28FeN4O8S3

A structure of composition C28H28FeN4O8S3 in a non-equilibrium geometry (ωB97M-V/def2-TZVPD, OMol25).

```
72
C28H28FeN4O8S3 ωB97M-V/def2-TZVPD
Fe 0.722 0.573 0.362
C 3.370 -0.217 4.465
O 2.771 -1.489 4.213
C 2.998 -2.073 3.007
C 3.777 -3.207 2.972
C 4.421 -3.574 1.798
C 4.145 -2.932 0.601
C 3.084 -1.994 0.557
C 2.795 -1.364 -0.674
N 2.189 -0.170 -0.831
N 2.385 0.476 -1.979
C 1.958 1.769 -1.909
O 1.341 2.215 -0.911
C 2.157 2.572 -3.123
C 2.804 1.954 -4.207
C 3.095 2.762 -5.312
C 2.699 4.069 -5.328
C 1.966 4.665 -4.306
C 1.726 3.896 -3.144
C 2.439 -1.549 1.802
O 1.364 -0.892 1.824
H 2.875 0.109 5.381
H 3.089 0.481 3.657
H 4.439 -0.369 4.596
H 3.904 -3.834 3.867
H 5.188 -4.283 1.944
H 4.777 -3.077 -0.275
H 3.054 -1.932 -1.544
H 2.954 0.879 -4.217
H 3.601 2.359 -6.158
H 2.995 4.698 -6.164
H 1.544 5.652 -4.425
H 1.197 4.323 -2.279
C -0.582 -0.574 4.851
O -0.199 0.430 3.912
C -1.085 1.256 3.305
S -2.657 1.344 3.733
S -0.263 2.255 2.129
H 0.171 -0.537 5.649
H -0.502 -1.524 4.354
H -1.623 -0.447 5.228
C -3.704 -1.918 1.811
N -2.988 -2.893 1.049
C -2.642 -4.092 1.588
S -1.883 -5.350 0.785
N -3.006 -4.411 2.896
C -4.272 -4.178 3.569
H -3.683 -0.970 1.244
H -3.259 -1.745 2.768
H -4.770 -2.147 1.979
H -2.720 -2.648 0.085
H -2.735 -5.410 3.029
H -4.146 -3.263 4.173
H -4.553 -5.008 4.219
H -5.039 -3.995 2.826
O -2.441 -1.427 -1.257
C -1.885 -0.330 -1.021
O -1.088 -0.084 -0.032
C -2.290 0.827 -1.910
C -2.946 0.516 -3.120
C -2.974 1.357 -4.249
C -2.462 2.632 -3.980
O -2.561 3.728 -4.789
C -1.939 4.783 -4.091
O -1.688 4.371 -2.740
C -1.941 2.994 -2.746
C -1.748 2.081 -1.699
H -3.420 -0.442 -3.247
H -3.343 1.140 -5.241
H -2.627 5.661 -3.975
H -1.005 5.069 -4.594
H -1.324 2.454 -0.748
```

Values from the calculation:
HOMO-LUMO gap (alpha / beta): 6.920 / 5.696 eV
LUMO energy (alpha / beta): 1.91 / 0.66 eV
⟨S²⟩: 8.775
Total charge: -1
Multiplicity: 6
ΔE to the lowest compared entry with this formula, charge and spin: 0.0000 eV


Record 6
# C28H28N3NaO3

A structure of composition C28H28N3NaO3 in a non-equilibrium geometry (ωB97M-V/def2-TZVPD, OMol25).

```
63
C28H28N3NaO3 ωB97M-V/def2-TZVPD
C -5.079 -0.039 1.169
N -4.040 -1.010 1.318
C -4.316 -2.077 2.162
O -5.421 -2.268 2.642
N -3.219 -2.961 2.341
C -3.417 -4.048 3.279
C -1.932 -2.676 1.916
O -0.959 -3.388 2.395
C -1.686 -1.577 1.049
C -0.258 -1.101 0.897
C -0.141 -0.141 -0.258
C -0.247 1.238 -0.215
C 0.073 2.036 -1.291
C 0.455 1.433 -2.522
N 1.061 2.157 -3.511
C 1.392 3.554 -3.315
C 0.392 4.255 -2.381
C 0.222 3.495 -1.074
C 1.562 1.574 -4.749
C 0.819 0.312 -5.118
C 0.697 -0.647 -3.927
C 0.308 0.028 -2.645
C 0.039 -0.732 -1.508
C -2.730 -0.578 1.051
O -2.539 0.658 0.914
H -5.031 0.768 1.896
H -4.999 0.413 0.188
H -6.013 -0.558 1.302
H -3.152 -5.005 2.786
H -2.767 -3.944 4.170
H -4.472 -3.994 3.580
H 0.342 -2.026 0.725
H -0.473 1.742 0.719
H 2.424 3.658 -2.900
H 1.338 4.015 -4.318
H 0.729 5.275 -2.171
H -0.572 4.335 -2.906
H -0.628 3.902 -0.505
H 1.108 3.629 -0.431
H 1.371 2.340 -5.516
H 2.661 1.413 -4.682
H -0.181 0.597 -5.467
H 1.337 -0.184 -5.941
H -0.036 -1.426 -4.189
H 1.658 -1.177 -3.722
H 0.030 -1.826 -1.538
C 1.964 1.262 3.337
Na 1.204 -3.669 2.623
C 0.653 0.950 2.959
C 0.635 -0.252 2.138
C 2.043 -0.687 2.108
C 2.858 0.257 2.793
C 4.267 0.121 2.782
C 4.843 -0.920 2.036
C 4.036 -1.860 1.368
C 2.632 -1.729 1.382
H 2.257 2.076 4.003
H -0.275 1.486 3.224
H -0.189 -1.059 2.602
H 4.896 0.740 3.426
H 5.932 -1.082 2.018
H 4.471 -2.697 0.795
H 2.065 -2.382 0.707
```

Values from the calculation:
HOMO-LUMO gap: 5.530 eV
LUMO energy: -0.98 eV
Multiplicity: 1
ΔE to the lowest compared entry with this formula, charge and spin: 1.0038 eV